Below is C44H44Cl3N9O4S3Sc as an isolated structure, with properties calculated with wB97M-V/def2-TZVPD.

Structure (XYZ):
```
108
Properties=species:S:1:pos:R:3:lowdin_charge:R:1
Sc -0.111 0.389 0.031 0.75
O -0.995 -1.188 3.907 0.12
C -1.032 -0.685 2.809 -0.44
N -0.296 -1.000 1.687 0.02
C 0.518 -2.110 1.701 -0.45
O 0.926 -2.753 2.639 0.12
C 0.868 -2.562 0.294 -0.19
C 1.453 -3.800 0.091 0.02
C 1.727 -4.197 -1.208 -0.03
C 1.405 -3.347 -2.256 -0.04
C 0.827 -2.124 -1.964 -0.14
N 0.569 -1.736 -0.715 0.03
C -2.068 0.381 2.510 -0.20
C -2.951 0.790 3.497 0.02
C -3.928 1.711 3.162 -0.03
C -3.992 2.184 1.858 -0.03
C -3.059 1.736 0.942 -0.16
N -2.114 0.852 1.263 -0.04
H 1.682 -4.410 0.953 0.13
H 2.188 -5.156 -1.403 0.12
H 1.599 -3.616 -3.285 0.11
H 0.552 -1.425 -2.742 0.09
H -2.853 0.369 4.487 0.13
H -4.634 2.055 3.906 0.12
H -4.749 2.891 1.551 0.11
H -3.061 2.091 -0.081 0.11
C -1.635 5.927 1.617 -0.06
C -0.161 5.784 1.278 -0.25
N 0.043 5.250 -0.068 -0.12
C 0.099 6.262 -1.134 -0.20
C 1.520 6.725 -1.411 -0.07
C 0.226 3.953 -0.326 -0.66
S 0.107 2.847 0.988 0.77
N 0.494 3.695 -1.631 0.11
C 0.557 2.511 -2.178 -0.41
O 0.283 1.391 -1.616 -0.20
C 1.016 2.456 -3.593 -0.13
C 1.459 3.608 -4.238 -0.02
C 1.915 3.543 -5.544 -0.07
C 1.926 2.328 -6.217 -0.07
C 1.475 1.179 -5.583 -0.07
C 1.023 1.244 -4.275 -0.02
H -1.750 6.333 2.622 0.08
H -2.121 4.950 1.585 0.06
H -2.151 6.594 0.924 0.08
H 0.326 5.129 1.995 0.06
H 0.352 6.747 1.315 0.12
H -0.505 7.099 -0.783 0.12
H -0.376 5.866 -2.028 0.11
H 1.977 7.138 -0.509 0.08
H 1.518 7.506 -2.172 0.08
H 2.135 5.897 -1.757 0.05
H 1.443 4.547 -3.703 0.10
H 2.261 4.440 -6.040 0.11
H 2.282 2.279 -7.238 0.11
H 1.475 0.234 -6.111 0.10
H 0.656 0.362 -3.772 0.08
Cl 8.211 3.329 -3.305 0.69
C 7.363 3.224 -1.798 -0.66
C 8.071 3.068 -0.618 -0.09
C 7.365 2.993 0.568 -0.02
C 5.973 3.061 0.624 -0.17
C 5.348 2.894 1.999 -0.28
C 5.062 1.423 2.328 -0.03
N 4.103 0.822 1.416 -0.04
C 4.388 0.125 0.264 -0.04
C 3.190 -0.172 -0.299 -0.11
N 2.173 0.342 0.480 -0.01
C 2.768 0.934 1.498 -0.17
O 4.173 3.653 2.170 -0.13
C 4.175 4.475 3.335 -0.14
C 4.196 3.680 4.608 -0.33
C 3.134 2.967 5.085 -0.97
Cl 1.575 2.881 4.371 0.70
S 3.494 2.093 6.508 1.03
C 5.103 2.669 6.497 -0.40
C 5.337 3.497 5.443 -0.15
C 5.297 3.213 -0.587 -0.54
Cl 3.567 3.271 -0.709 0.84
C 5.984 3.300 -1.791 -0.12
H 9.151 3.018 -0.631 0.11
H 7.918 2.887 1.495 0.12
H 6.104 3.217 2.724 0.14
H 4.663 1.357 3.341 0.13
H 5.980 0.838 2.286 0.14
H 5.399 -0.089 -0.038 0.13
H 3.003 -0.707 -1.214 0.11
H 2.284 1.467 2.300 0.07
H 3.265 5.069 3.263 0.13
H 5.032 5.155 3.307 0.14
H 5.788 2.372 7.275 0.07
H 6.289 3.978 5.264 0.12
H 5.435 3.416 -2.714 0.11
C -3.044 -2.538 0.630 -0.01
N -2.704 -2.923 -0.722 -0.13
C -2.649 -4.329 -1.115 -0.09
C -2.537 -4.252 -2.646 -0.11
N -2.174 -2.851 -2.839 0.02
C -2.397 -2.112 -1.732 -0.78
S -2.286 -0.423 -1.724 0.72
H -3.988 -3.009 0.909 0.10
H -3.147 -1.458 0.668 0.06
H -2.270 -2.855 1.331 0.10
H -3.549 -4.847 -0.784 0.13
H -1.783 -4.813 -0.656 0.12
H -3.482 -4.486 -3.136 0.12
H -1.765 -4.914 -3.033 0.12
H -2.177 -2.391 -3.733 0.14
```

Results
E_HOMO = -10.650 eV
E_LUMO = -2.295 eV
Calculated total energy = -5832.8510 Eh
Net charge = +1